C19H20ClN6OPdS2 | the ωB97M-V functional and the def2-TZVPD basis

The frontier orbital gap (alpha / beta) comes out at 0.198 / 0.245 Ha. As for the spin multiplicity: 3. The calculation puts the relative energy (zero: lowest compared OMol25 entry of this formula, charge and spin) at 80.5 kJ/mol. The LUMO energy (alpha / beta) is 0.091 / 0.091 Eh. As for the expectation value of S²: 2.0138. The HOMO energy (alpha / beta) is -0.1072 / -0.1543 Eh. Its total charge is -1. The total energy is -68689.2835 eV.

Cartesian coordinates (Å):
Pd 0.238688 -0.636199 -0.319411
N 3.456654 -0.366414 2.749266
C 2.328561 -0.357164 1.933588
S 2.627205 -0.380914 0.224156
N 1.212009 -0.366328 2.601615
N 0.050625 -0.368767 1.828443
C -0.998778 -0.542815 2.522521
C -2.395492 -0.483168 2.090803
C -3.333389 -0.452761 3.129619
C -4.691468 -0.319057 2.915759
C -5.139696 -0.208822 1.595582
C -4.246544 -0.251363 0.544579
C -2.845431 -0.410438 0.737658
O -2.063012 -0.476439 -0.291483
H 4.292326 -0.031809 2.303944
H 3.288301 -0.032612 3.685070
H -0.834912 -0.682042 3.590882
H -2.960705 -0.527788 4.147537
H -5.385101 -0.296224 3.746545
H -6.199959 -0.096915 1.393337
H -4.592789 -0.193232 -0.482169
C 2.838159 5.031013 -0.388143
C 1.422949 5.110489 0.185191
C 0.564067 3.965405 -0.280558
N 0.976331 2.756192 -0.379986
N 0.016050 1.868870 -0.823104
C -1.133219 2.439085 -1.036952
N -2.237462 1.767120 -1.478395
S -1.118161 4.146620 -0.711186
H 3.466843 5.825607 0.020820
H 2.820319 5.127311 -1.475969
H 3.283959 4.065190 -0.147908
H 0.946028 6.053203 -0.086925
H 1.467082 5.084634 1.276284
H -2.261841 0.781471 -1.168379
H -3.109706 2.257733 -1.388205
Cl -0.435028 -1.371625 -2.772737
C 0.724268 -2.689514 -2.793747
C 1.301220 -3.062892 -3.992465
C 2.324290 -4.002475 -3.993411
C 2.754459 -4.518506 -2.774786
C 2.142697 -4.140616 -1.588571
C 1.065835 -3.239961 -1.549870
C 0.393497 -2.865706 -0.314123
H 0.972314 -2.591598 -4.912102
H 2.789576 -4.304213 -4.924059
H 3.576041 -5.226069 -2.749102
H 2.488950 -4.551365 -0.645907
H 0.841042 -3.281400 0.577856
H -0.687654 -2.952734 -0.331407

Forces on atoms 1 to 3 (eV/Å):
0.08 0.20 0.69
-0.05 -0.08 -0.18
0.10 -0.03 0.09

Mulliken population analysis, charges in e, atoms 1 to 5: 0.13 -0.51 0.37 -0.38 -1.06